Entry 1:
Entry from the OMol25 dataset: the molecule C21H29N5OS (the ωB97M-V functional and the def2-TZVPD basis).

Results
M: 399.56 g/mol
energy relative to the best compared isomer or geometry (same formula, charge and spin): 3.7 kJ/mol
SMILES: CCOCCCNC(=S)NCCCNc1nc2c(C)c(C)ccc2cc1C#N
frontier orbital gap: 7.698 eV

```
57
Properties=species:S:1:pos:R:3:forces:R:3:lowdin_charge:R:1
C 1.307532 3.749875 0.190627 0.3 -0.3 0.2 -0.062
C 2.530056 2.928923 0.566448 0.0 0.2 -0.2 -0.265
O 2.253333 2.256865 1.776522 -0.2 0.1 0.1 -0.186
C 3.181958 1.257872 2.132239 0.3 -0.1 0.2 -0.215
C 2.630629 0.492173 3.333528 -0.1 0.0 -0.4 -0.138
C 1.495305 -0.455477 2.949802 0.0 -0.3 0.1 -0.193
N 0.422281 0.289648 2.332481 0.2 0.0 0.1 0.000
C -0.725517 -0.193917 1.827424 0.1 0.0 0.2 -0.850
S -1.743560 0.840981 1.026665 -0.6 0.6 -0.3 0.676
N -0.998035 -1.508717 1.994789 0.4 0.1 0.4 0.002
C -2.280504 -2.087110 1.666440 -0.4 -0.2 0.0 -0.226
C -2.157164 -3.576416 1.353625 0.2 0.3 -0.3 -0.160
C -1.559231 -3.855113 -0.030645 -0.3 -0.2 0.2 -0.185
N -0.217349 -3.358229 -0.186431 0.4 -0.2 0.1 0.055
C 0.049201 -2.151453 -0.745508 0.0 0.1 -0.3 -0.293
N -0.918021 -1.507168 -1.343339 0.0 -0.4 0.2 0.174
C -0.688336 -0.309841 -1.914049 0.6 0.3 -0.1 -0.198
C -1.780504 0.397124 -2.470909 0.0 0.2 -0.1 -0.187
C -3.151535 -0.191244 -2.378279 0.0 0.0 0.0 -0.039
C -1.565425 1.635725 -3.041999 0.0 -0.3 0.1 -0.220
C -2.711201 2.426864 -3.591017 0.0 0.0 0.0 -0.039
C -0.266369 2.174247 -3.101479 0.3 0.0 0.1 -0.039
C 0.802616 1.510713 -2.573945 -0.1 0.1 0.0 -0.042
C 0.615266 0.263079 -1.950894 -0.4 -0.1 -0.1 -0.153
C 1.655853 -0.443064 -1.328593 -0.1 -0.3 0.2 0.052
C 1.394229 -1.639329 -0.700594 -0.7 0.8 -0.6 -0.150
C 2.383597 -2.343508 -0.001529 0.7 -0.4 0.4 -0.221
N 3.158554 -2.929250 0.616130 0.1 -0.1 0.1 0.172
H 1.492066 4.291090 -0.732653 0.0 0.1 -0.1 0.075
H 1.081270 4.458733 0.982194 0.0 0.1 0.1 0.079
H 0.448214 3.097481 0.052858 -0.1 -0.1 0.0 0.051
H 3.415058 3.572155 0.691607 -0.1 -0.1 0.0 0.124
H 2.752430 2.194353 -0.221355 0.0 0.0 0.1 0.098
H 3.346211 0.569704 1.288294 0.0 0.0 0.0 0.120
H 4.149110 1.718152 2.386687 -0.1 -0.1 -0.1 0.128
H 2.266536 1.219378 4.060428 0.1 0.0 0.1 0.123
H 3.434510 -0.088087 3.786493 0.0 0.0 0.0 0.119
H 1.130784 -0.957363 3.857352 0.1 0.0 -0.1 0.121
H 1.880853 -1.224678 2.265745 0.0 0.0 0.1 0.092
H 0.650075 1.245624 2.077596 -0.2 -0.2 0.0 0.091
H -0.433362 -2.023382 2.654889 0.0 0.0 -0.1 0.128
H -2.662325 -1.540688 0.800858 0.0 -0.1 0.1 0.068
H -2.982504 -1.944391 2.500346 0.1 0.1 -0.2 0.122
H -1.548509 -4.061580 2.122601 0.0 -0.1 0.1 0.108
H -3.152196 -4.021328 1.387149 0.0 -0.1 0.1 0.111
H -1.553498 -4.934771 -0.211894 0.0 0.1 -0.1 0.118
H -2.162565 -3.364828 -0.795399 0.0 -0.2 0.0 0.110
H 0.508482 -3.784890 0.369027 0.0 0.0 -0.1 0.127
H -3.671868 -0.131092 -3.332285 -0.1 0.0 -0.1 0.079
H -3.081089 -1.228220 -2.066665 -0.1 0.0 0.0 0.061
H -3.731308 0.356538 -1.635762 -0.1 0.0 0.1 0.083
H -2.372679 3.385260 -3.976291 0.0 0.1 0.0 0.075
H -3.205200 1.883717 -4.396519 -0.1 0.0 0.0 0.085
H -3.449329 2.604388 -2.810097 -0.1 0.1 0.0 0.089
H -0.124493 3.140456 -3.564569 0.0 0.1 0.0 0.109
H 1.796171 1.935208 -2.613968 0.1 0.1 0.0 0.111
H 2.661496 -0.041189 -1.334178 0.0 0.0 0.0 0.127
```
Forces are in eV/Å.

Entry 2:
Entry from the OMol25 dataset: the molecule C6H10OS (the ωB97M-V functional and the def2-TZVPD basis).

Results
M: 130.21 g/mol
energy relative to the best compared isomer or geometry (same formula, charge and spin): 536.6 kJ/mol
SMILES: COC[C@@H]1CCC1=S
frontier orbital gap: 8.269 eV

```
18
Properties=species:S:1:pos:R:3:forces:R:3:lowdin_charge:R:1
C -1.837383 -2.079409 0.336871 3.8 2.4 2.5 -0.061
O -2.085907 -0.594444 0.353798 0.8 -0.7 1.9 -0.264
C -1.069700 0.280592 0.948876 1.1 0.7 -3.3 -0.158
C 0.312867 -0.065529 0.158677 0.3 5.7 1.4 -0.297
C 1.520100 1.087966 0.502248 -0.8 0.6 0.2 -0.098
C 1.755693 1.425552 -1.128626 -3.8 0.4 0.9 -0.166
C 0.536976 0.367532 -1.255859 2.1 1.3 -0.8 -0.849
S 0.168321 -0.217121 -2.663413 -1.2 -1.1 -1.5 0.761
H -1.027899 -2.230622 -0.432099 -1.7 -0.4 0.0 0.063
H -2.838398 -2.462365 0.288757 0.1 -0.7 -0.4 0.068
H -1.179687 -2.433344 1.348258 -2.3 0.9 -2.2 0.138
H -1.361862 1.336439 0.440868 0.5 -2.2 2.0 0.159
H -0.809565 0.309471 2.111892 -1.2 -0.3 -2.4 0.151
H 0.574824 -1.050792 0.302043 0.9 -2.1 0.5 0.079
H 2.357175 0.528601 1.083353 -1.2 1.8 -0.8 0.104
H 0.994221 2.140349 0.970872 1.8 -3.3 -0.8 0.154
H 2.602021 1.156112 -1.775980 -0.1 -0.3 0.9 0.074
H 1.388202 2.501013 -1.590534 0.9 -2.5 1.8 0.141
```
Forces are in eV/Å.

Entry 3:
Entry from the OMol25 dataset: a structure of composition C3H3FO4P (the ωB97M-V functional and the def2-TZVPD basis).

Results
total charge: +1
M: 153.03 g/mol
energy relative to the best compared isomer or geometry (same formula, charge and spin): 137.2 kJ/mol
frontier orbital gap: 10.299 eV

```
12
Properties=species:S:1:pos:R:3:forces:R:3:lowdin_charge:R:1
C 2.024778 2.623938 1.803960 0.9 0.6 -1.2 -0.321
C 2.799855 2.442012 0.397762 -1.2 0.5 2.8 -0.364
C -0.036103 -0.410509 0.000338 0.8 2.6 0.0 -0.027
O 2.133875 3.403976 2.650078 0.4 0.3 0.1 0.309
O 3.677805 3.067541 0.011898 1.3 0.9 -0.8 0.321
O 0.991319 1.662485 1.839167 -1.1 -2.6 -1.2 -0.026
O 2.194847 1.396404 -0.264598 -1.3 -1.4 -1.0 -0.018
F 2.746589 -0.399402 1.488917 -4.9 2.4 -2.2 -0.219
P 1.250192 0.568659 0.694931 5.8 -1.1 3.0 1.074
H -0.474943 -0.892436 0.774845 -0.8 -2.5 2.8 0.056
H 0.255087 -1.036566 -0.804257 0.3 -0.3 -0.9 0.104
H -0.854571 0.296850 -0.080557 -0.2 0.7 -1.3 0.111
```
Forces are in eV/Å.

no.,total energy (eV)
1,-42582.275
2,-19261.468
3,-23347.311